Entry from OMol25: the molecule C3H7NO in a non-equilibrium geometry (ωB97M-V with the def2-TZVPD basis set).

Summary:
* strongest force on any atom: 4.41 eV Å⁻¹
* orbital gap: 10.3 eV
* energy relative to the best compared isomer or geometry (same formula, charge and spin): 57.7 kcal/mol
* SMILES: N[C@@H]1C[C@H]1O

Last column: Mulliken charge in e.
CARTESIAN COORDINATES (ANGSTROEM)
H  -0.692  2.158  -0.339  0.168
H  -0.281  -1.981  -0.374  0.254
H  -1.925  1.260  -0.781  0.193
O  1.887  -0.959  0.419  -0.504
H  0.520  0.141  1.708  0.306
C  -0.532  -0.996  0.074  -0.685
C  0.630  -0.291  0.663  0.001
N  -1.007  1.248  -0.301  -0.593
H  0.464  0.317  -1.503  0.368
C  -0.034  0.256  -0.570  -0.046
H  2.477  -0.285  0.357  0.283
H  -1.506  -0.867  0.646  0.254



Entry from OMol25: a cluster of 10 separate species, C21H63O22P in total in a non-equilibrium geometry (ωB97M-V with the def2-TZVPD basis set).

Summary:
* strongest force on any atom: 1.94 eV Å⁻¹
* orbital gap: 9.9 eV
* energy relative to the best compared isomer or geometry (same formula, charge and spin): 0.0 kcal/mol
* SMILES: COP(=O)(OC)OC.OCCO.OCCO.OCCO.OCCO.OCCO.OCCO.OCCO.OCCO.OCCO

Last column: Mulliken charge in e.
CARTESIAN COORDINATES (ANGSTROEM)
H  6.601  0.223  -3.612  0.332
O  -0.213  2.769  1.450  -0.219
H  1.879  1.842  4.256  0.253
H  -5.017  6.066  -2.354  0.266
H  -0.726  -2.965  -4.087  0.343
C  0.088  -0.867  0.491  1.585
H  -3.645  2.421  4.243  0.403
H  -7.689  2.111  -0.207  0.319
H  0.413  -1.153  -5.296  0.400
O  -1.653  2.285  4.204  -0.606
H  1.442  4.022  1.475  0.296
H  -7.022  -2.065  0.974  0.275
C  4.456  1.370  3.418  -0.423
H  -0.096  -1.230  1.504  -0.230
H  5.287  -4.651  -2.585  0.323
C  5.352  0.756  -1.952  -0.354
H  4.395  0.972  4.441  0.295
O  4.302  0.311  2.463  -0.570
H  0.115  4.531  0.480  0.467
O  -4.238  3.155  0.475  -0.571
H  3.798  -4.264  -4.515  0.235
H  2.066  -1.825  4.689  0.521
C  -5.276  5.244  -1.688  -0.733
H  -6.947  0.623  -0.781  0.196
O  -3.431  -1.129  0.095  -0.343
O  2.214  1.958  0.199  -0.087
O  2.120  -5.223  -1.477  -0.607
H  -0.944  2.072  3.588  0.175
H  0.769  2.721  -1.208  0.217
H  0.445  -4.625  4.888  0.309
H  2.123  3.761  -0.716  0.462
H  1.104  0.202  3.763  0.237
C  4.209  -4.836  -2.666  -0.620
H  0.830  -3.667  -4.434  0.293
H  1.489  -2.947  -0.423  0.404
H  3.524  0.466  1.914  0.266
H  0.362  2.251  2.035  0.066
H  2.868  1.639  -0.459  0.313
C  -2.877  2.310  3.469  -0.441
C  -6.732  1.616  -0.402  -0.316
H  3.550  2.989  2.320  0.180
C  0.870  -1.534  -4.381  -0.042
C  3.453  -4.750  -1.363  0.059
H  1.690  -4.777  -2.218  0.275
O  2.068  1.939  3.309  -0.256
H  2.095  -0.511  0.868  -0.750
C  5.655  0.728  -3.415  -0.501
H  4.189  2.245  -2.289  0.221
O  -3.623  1.776  -1.531  -0.359
C  1.317  -1.739  3.886  -0.045
H  -3.873  -2.527  -1.404  0.433
H  -2.573  0.937  1.802  -0.089
H  4.082  -5.841  -3.087  0.320
H  3.570  -3.724  -0.974  -0.003
O  1.872  -2.427  0.297  -0.656
C  0.350  -2.891  3.997  -0.538
C  -2.194  1.752  -1.272  -0.658
O  -6.216  -1.567  0.805  -0.443
C  0.682  3.645  0.777  -0.993
H  5.194  -0.257  -1.571  0.284
H  -1.818  2.440  -0.514  0.298
O  5.915  2.079  -3.855  -0.557
H  0.672  -0.788  -3.593  0.047
O  2.264  -1.604  -4.617  -0.588
H  -0.130  0.206  0.429  -0.319
H  6.110  1.251  -1.344  0.300
H  -0.404  -2.570  4.723  0.354
O  3.650  -3.907  -3.635  -0.422
H  -6.250  1.572  0.573  0.064
H  -5.034  -3.274  0.618  0.309
H  -1.679  1.854  -2.228  0.440
H  1.946  -1.768  2.985  -0.016
P  -4.530  2.903  -0.933  1.285
O  -0.732  -1.572  -0.450  -0.402
H  0.234  -2.226  -2.050  -0.033
H  4.830  0.275  -3.943  0.276
H  -1.682  -1.345  -0.365  0.162
H  1.835  -0.661  -0.798  0.230
H  3.945  -5.403  -0.639  0.369
O  0.539  -0.558  3.944  -0.397
C  0.351  -2.834  -3.912  -0.671
C  1.410  2.991  -0.361  -0.308
H  5.438  1.824  3.260  0.361
C  -4.364  -1.801  -0.759  -0.458
H  -0.143  -3.095  3.040  0.217
H  2.641  -2.210  -3.940  0.359
H  3.554  3.190  4.038  0.429
H  -2.706  0.214  3.380  0.485
H  -5.303  5.550  -0.646  0.295
H  5.175  2.378  -4.396  0.332
H  -4.855  -1.057  -1.410  0.190
H  -1.968  0.761  -0.877  0.052
H  -2.932  3.170  2.795  0.235
O  0.618  -2.986  -2.529  -0.064
C  -3.137  0.998  2.750  0.112
O  -4.476  0.674  2.445  -0.641
H  -6.244  4.925  -2.095  0.291
O  -4.299  4.145  -1.875  -0.425
C  3.397  2.438  3.247  -0.753
C  -5.475  -2.486  -0.002  -0.587
O  -5.948  2.377  -1.337  -0.374
H  -6.124  -2.932  -0.766  0.418
C  1.527  -1.116  0.154  0.322
H  -4.839  1.452  1.990  0.112
H  -4.041  -0.571  0.626  0.109
O  4.095  1.448  -1.739  -0.471
O  1.062  -4.067  4.406  -0.536



Entry from OMol25: a cluster of 2 separate species, C4H10NSi in total in a non-equilibrium geometry (ωB97M-V with the def2-TZVPD basis set).

Summary:
* strongest force on any atom: 4.45 eV Å⁻¹
* orbital gap (spin up / spin down): 8.3 / 7.8 eV
* charge: +1
* energy relative to the best compared isomer or geometry (same formula, charge and spin): 78.3 kcal/mol

Last column: Mulliken charge in e.
CARTESIAN COORDINATES (ANGSTROEM)
H  2.536  1.103  1.442  0.339
H  -4.050  0.328  0.065  0.340
C  2.079  1.461  0.519  -0.911
C  -1.874  0.078  0.045  0.581
Si  0.997  0.150  -0.259  0.145
H  -3.376  -0.306  -1.410  0.327
H  0.640  -1.751  1.264  0.315
C  -3.206  -0.222  -0.360  -0.784
H  0.822  -0.242  -2.761  0.010
H  -3.105  -1.237  0.068  0.273
H  2.885  1.720  -0.208  0.297
H  2.084  -1.980  0.343  0.401
H  1.629  2.513  0.758  0.328
H  0.535  -2.074  -0.571  0.264
C  1.103  -1.658  0.253  -0.871
N  -0.761  0.403  0.244  -0.053



Entry from OMol25: the molecule C4H3I in a non-equilibrium geometry (ωB97M-V with the def2-TZVPD basis set).

Summary:
* strongest force on any atom: 3.85 eV Å⁻¹
* orbital gap: 9.1 eV
* energy relative to the best compared isomer or geometry (same formula, charge and spin): 24.0 kcal/mol
* SMILES: C=C1C=C1I

Last column: Mulliken charge in e.
CARTESIAN COORDINATES (ANGSTROEM)
C  -1.253  -0.526  0.334  -0.087
I  -1.821  2.403  -0.916  0.128
H  1.928  -1.245  0.402  0.251
C  0.251  -0.064  0.022  0.330
H  2.238  0.389  -0.360  0.240
C  1.528  -0.326  0.019  -0.663
C  -0.969  0.654  -0.183  -0.576
H  -1.901  -1.285  0.683  0.378